[1]
Below is C5H8N2S in the gas phase, with properties calculated with wB97M-V/def2-TZVPD.

```
16
Properties=species:S:1:pos:R:3:nbo_charge:R:1
C 0.652 -1.849 -0.559 0.08
C -0.382 -1.325 0.286 0.04
C 2.159 -0.086 -0.325 0.17
C 2.038 1.121 -1.184 -0.67
C -1.736 0.216 1.482 -0.43
N 1.722 -1.221 -0.717 -0.34
N -0.663 -0.099 0.558 -0.35
S 3.005 -0.092 1.119 -0.17
H 0.530 -2.878 -0.890 0.20
H -1.192 -2.177 0.620 0.13
H 1.482 0.793 -1.975 0.21
H 1.543 1.863 -0.564 0.26
H 3.067 1.445 -1.341 0.25
H -2.497 0.745 0.871 0.21
H -2.227 -0.603 1.866 0.18
H -1.168 0.801 2.264 0.23
```

energy relative to the best compared isomer or geometry (same formula, charge and spin) = 277.88 kJ/mol
E = -702.92418 Eh
spin multiplicity = 1
HOMO level = -8.1 eV
Kohn-Sham gap = 7.64 eV
SMILES = C/N=C/C=N\C(C)=S
E_LUMO = -0.4 eV


[2]
Below is 2 unconnected molecules or ions with the total composition C3H6Cl2Si, with properties calculated with wB97M-V/def2-TZVPD.

```
12
Properties=species:S:1:pos:R:3:nbo_charge:R:1
C -0.411 1.578 0.866 -0.46
C -0.236 0.586 0.030 -0.06
C -1.319 -0.101 -0.582 -0.20
Si 2.337 -1.223 -0.300 0.63
Cl -3.085 0.483 -0.303 -0.11
Cl -1.453 -1.722 0.311 -0.10
H 0.356 2.083 1.496 0.21
H -1.317 2.164 1.000 0.22
H -1.415 -0.449 -1.548 0.23
H 2.277 -0.304 -1.413 -0.14
H 1.782 -2.611 -0.543 -0.11
H 2.484 -0.485 0.986 -0.11
```

energy relative to the best compared isomer or geometry (same formula, charge and spin) = 824.43 kJ/mol
E = -1327.56708 Eh
spin multiplicity = 1
HOMO level (alpha / beta) = -9.3 / -7.9 eV
Kohn-Sham gap (alpha / beta) = 8.08 / 6.01 eV
E_LUMO (alpha / beta) = -1.2 / -1.9 eV


[3]
Below is 2 unconnected molecules or ions with the total composition C6H13NO, with properties calculated with wB97M-V/def2-TZVPD.

```
21
Properties=species:S:1:pos:R:3:nbo_charge:R:1
C 1.368 0.820 -1.432 -0.41
N 0.050 0.566 -0.816 -0.64
C -0.083 -0.083 0.412 0.13
C -0.893 0.367 1.351 -0.25
C -1.692 1.635 1.352 -0.64
C 1.898 -1.495 0.642 -0.36
C 0.580 -1.413 0.530 -0.24
H 1.945 1.522 -0.857 0.18
H 1.168 1.262 -2.410 0.20
H 1.872 -0.130 -1.535 0.21
H -0.579 1.335 -0.944 0.38
H -1.119 -0.188 2.254 0.20
H -1.693 2.200 0.425 0.19
H -1.250 2.306 2.108 0.22
H -2.725 1.499 1.679 0.22
H 2.558 -2.315 0.929 0.21
H 2.538 -0.607 0.612 0.18
H -0.006 -2.260 0.827 0.21
H -1.230 -2.191 -1.111 0.46
H -1.034 -1.078 -2.149 0.48
O -1.671 -1.753 -1.865 -0.95
```

energy relative to the best compared isomer or geometry (same formula, charge and spin) = 244.35 kJ/mol
E = -366.34084 Eh
spin multiplicity = 1
HOMO level = -8.1 eV
Kohn-Sham gap = 8.93 eV
SMILES = C=C/C(=C/C)NC.O
E_LUMO = 0.9 eV


Copy entry 3 word for word.
Below is 2 unconnected molecules or ions with the total composition C6H13NO, with properties calculated with wB97M-V/def2-TZVPD.

```
21
Properties=species:S:1:pos:R:3:nbo_charge:R:1
C 1.368 0.820 -1.432 -0.41
N 0.050 0.566 -0.816 -0.64
C -0.083 -0.083 0.412 0.13
C -0.893 0.367 1.351 -0.25
C -1.692 1.635 1.352 -0.64
C 1.898 -1.495 0.642 -0.36
C 0.580 -1.413 0.530 -0.24
H 1.945 1.522 -0.857 0.18
H 1.168 1.262 -2.410 0.20
H 1.872 -0.130 -1.535 0.21
H -0.579 1.335 -0.944 0.38
H -1.119 -0.188 2.254 0.20
H -1.693 2.200 0.425 0.19
H -1.250 2.306 2.108 0.22
H -2.725 1.499 1.679 0.22
H 2.558 -2.315 0.929 0.21
H 2.538 -0.607 0.612 0.18
H -0.006 -2.260 0.827 0.21
H -1.230 -2.191 -1.111 0.46
H -1.034 -1.078 -2.149 0.48
O -1.671 -1.753 -1.865 -0.95
```

energy relative to the best compared isomer or geometry (same formula, charge and spin) = 244.35 kJ/mol
E = -366.34084 Eh
spin multiplicity = 1
HOMO level = -8.1 eV
Kohn-Sham gap = 8.93 eV
SMILES = C=C/C(=C/C)NC.O
E_LUMO = 0.9 eV